1.
{"formula": "C31H40FeN9PS", "method": "the ωB97M-V functional and the def2-TZVPD basis", "e_homo_ev": [-15.71, -15.65], "gap_ev": [7.8, 5.7], "spin_multiplicity": 6, "energy_ha": -3700.45389, "max_force_ha_per_bohr": 0.0492, "relative_energy_ev": 0.000, "charge": 3, "lumo_ha": [-0.292, -0.365], "symbols": ["Fe", "C", "C", "C", "C", "C", "C", "C", "N", "N", "C", "C", "C", "C", "C", "C", "N", "C", "C", "C", "C", "C", "C", "N", "H", "H", "H", "H", "H", "H", "H", "H", "H", "H", "H", "H", "H", "H", "H", "H", "H", "H", "H", "H", "C", "C", "C", "C", "N", "C", "S", "N", "C", "H", "H", "H", "H", "H", "H", "H", "H", "C", "N", "C", "N", "C", "N", "C", "P", "C", "C", "H", "H", "H", "H", "H", "H", "H", "H", "H", "H", "H", "H"], "positions_angstrom": [[9.2638, 3.9206, 17.8324], [12.2052, 3.2800, 16.6118], [12.2245, 2.0300, 17.4245], [10.9527, 1.1523, 17.5323], [11.0313, -0.1964, 17.2774], [9.9043, -1.0055, 17.3576], [8.7056, -0.4179, 17.5797], [8.6941, 0.9844, 17.7252], [9.7456, 1.8113, 17.7272], [11.3464, 4.4191, 17.0670], [12.0861, 5.0825, 18.1954], [11.7072, 4.4983, 19.4835], [12.4793, 4.6817, 20.6238], [12.0530, 4.1651, 21.8359], [10.8447, 3.5262, 21.9044], [10.0687, 3.4550, 20.7647], [10.4925, 3.9538, 19.5951], [11.2019, 5.3975, 15.9944], [10.3298, 6.5205, 16.4398], [10.3775, 7.7587, 15.8542], [9.5133, 8.7720, 16.3397], [8.6962, 8.4746, 17.4012], [8.6473, 7.2107, 17.9663], [9.4533, 6.2212, 17.4220], [11.9456, 3.0410, 15.5744], [13.2873, 3.5830, 16.5431], [12.6994, 2.1505, 18.4523], [12.9991, 1.4700, 16.9555], [12.0448, -0.5799, 16.9456], [10.0518, -2.0519, 17.2665], [7.7118, -0.8373, 17.6333], [7.7138, 1.4811, 17.7268], [11.7804, 6.1494, 18.2534], [13.1468, 4.9869, 18.1329], [13.4008, 5.1896, 20.5305], [12.6277, 4.3220, 22.7035], [10.4618, 3.1714, 22.8891], [9.1603, 2.8954, 20.7763], [10.6716, 4.8992, 15.1816], [12.2071, 5.7810, 15.6527], [11.1509, 7.9342, 15.1349], [9.6533, 9.7361, 15.8750], [8.0246, 9.2094, 17.8102], [8.0615, 7.0109, 18.8731], [5.2184, 2.4074, 11.7032], [5.6525, 2.1857, 13.1318], [5.1362, 1.2506, 13.9407], [5.5077, 1.1474, 15.2567], [6.3990, 2.0194, 15.8116], [6.8127, 3.0056, 15.0358], [7.9229, 4.2043, 15.6799], [6.4382, 3.1001, 13.7569], [4.8922, 0.0623, 16.1610], [6.1236, 2.5146, 11.0439], [4.6229, 3.3524, 11.6832], [4.6967, 1.5227, 11.3535], [4.4337, 0.6241, 13.4309], [6.9753, 3.7475, 13.1851], [5.2108, 0.1258, 17.1893], [5.1752, -0.8882, 15.6779], [3.8358, 0.1035, 16.0863], [4.5301, 2.3967, 19.8764], [4.5015, 3.7686, 19.2474], [4.2969, 4.7291, 20.3118], [5.3568, 4.6704, 21.3278], [5.4115, 3.3276, 21.8753], [5.5359, 2.2714, 20.9122], [6.8226, 2.2442, 20.3183], [7.2253, 3.8959, 19.3597], [5.6845, 4.0489, 18.4097], [6.6662, 5.0923, 20.7360], [4.6318, 1.6280, 19.0845], [3.5307, 2.3200, 20.3711], [3.3344, 4.5267, 20.8188], [4.2036, 5.7953, 20.0603], [4.4691, 3.0615, 22.4557], [6.2538, 3.2063, 22.5495], [6.8731, 1.4283, 19.6056], [7.5867, 2.0014, 21.0211], [5.7485, 3.3204, 17.6403], [5.5920, 5.0282, 17.9460], [6.5292, 6.1401, 20.3109], [7.3473, 5.2853, 21.5577]], "lowdin_spin": [4.225, 0.005, 0.001, 0.007, 0.003, 0.002, 0.003, 0.012, 0.075, 0.082, 0.004, 0.009, 0.003, 0.001, 0.003, 0.008, 0.090, 0.005, 0.005, 0.003, 0.000, 0.003, 0.006, 0.075, 0.000, 0.003, 0.000, 0.000, 0.000, 0.000, 0.000, 0.002, 0.000, 0.001, 0.001, 0.000, 0.001, 0.000, 0.000, 0.002, 0.000, 0.000, 0.001, 0.000, 0.000, 0.001, 0.004, 0.000, 0.007, 0.021, 0.125, 0.009, 0.000, 0.000, 0.000, 0.000, 0.000, 0.002, 0.000, 0.000, 0.000, 0.002, 0.016, 0.002, 0.017, 0.002, 0.018, 0.016, 0.091, 0.010, 0.015, 0.000, 0.000, 0.001, 0.000, 0.001, 0.000, 0.000, 0.000, -0.001, 0.000, 0.000, 0.000]}

***

2.
{"formula": "C31H40N6PS2Se2Zr", "method": "the ωB97M-V functional and the def2-TZVPD basis", "e_homo_ev": -16.09, "gap_ev": 7.0, "spin_multiplicity": 1, "energy_ha": -7520.73339, "max_force_ha_per_bohr": 0.0099, "relative_energy_ev": 1.685, "charge": 3, "lumo_ha": -0.334, "symbols": ["Zr", "C", "N", "C", "C", "C", "N", "C", "C", "H", "H", "H", "H", "H", "H", "H", "H", "H", "H", "H", "H", "H", "H", "H", "H", "C", "C", "N", "C", "C", "S", "C", "C", "S", "C", "N", "C", "H", "H", "H", "H", "H", "H", "H", "H", "Se", "P", "Se", "C", "C", "C", "C", "C", "C", "C", "C", "C", "C", "C", "C", "H", "H", "H", "H", "H", "H", "H", "H", "H", "H", "N", "C", "C", "C", "N", "C", "C", "H", "H", "H", "H", "H", "H"], "positions_angstrom": [[-0.3579, 0.6511, 0.5145], [-0.5762, -0.8960, 3.5581], [-1.2060, 0.2043, 2.7871], [-0.6999, 1.4972, 3.2680], [-2.6833, 0.1394, 2.9206], [-3.3312, 0.9862, 1.8497], [-2.8728, 0.5939, 0.4898], [-3.4636, -0.7340, 0.1585], [-3.5094, 1.5487, -0.4566], [-0.8398, -0.8062, 4.6149], [0.5090, -0.8566, 3.4589], [-0.9323, -1.8529, 3.1828], [-0.4553, 1.4883, 4.3351], [-1.4350, 2.2802, 3.0898], [1.3013, 1.3399, 2.8327], [-2.9844, 0.4845, 3.9156], [-2.9806, -0.9055, 2.8452], [-3.0998, 2.0465, 1.9846], [-4.4215, 0.8999, 1.9103], [-4.5503, -0.6721, 0.2620], [-3.0737, -1.5139, 0.8035], [-3.2191, -0.9836, -0.8713], [-4.5967, 1.4688, -0.3790], [-3.2041, 1.3128, -1.4734], [-3.2235, 2.5656, -0.1981], [-1.6929, 3.6234, -1.9904], [-1.2321, 3.9225, -0.6021], [-0.6376, 3.0992, 0.2652], [-0.2600, 3.8288, 1.4076], [-0.6601, 5.1204, 1.4285], [-1.4553, 5.5013, -0.0257], [0.7202, 3.1955, 2.2934], [1.8460, 3.7905, 2.6972], [3.2967, 2.9767, 3.2618], [3.3782, 1.5556, 2.1344], [0.4798, 1.7779, 2.4214], [3.3649, 0.2010, 2.8271], [-1.4623, 2.6065, -2.2842], [-1.2041, 4.3039, -2.6876], [-2.7682, 3.7768, -2.0845], [-0.4893, 5.8549, 2.1983], [1.9450, 4.8586, 2.5563], [3.0466, 0.3102, 3.8646], [4.3539, -0.2554, 2.8491], [2.6982, -0.5061, 2.3230], [-0.2788, -2.0030, 0.5008], [-0.3977, -1.8232, -1.6990], [-0.4344, 0.3292, -2.1227], [-1.8800, -2.6270, -2.2894], [-2.2853, -3.8215, -1.6909], [-3.3682, -4.5096, -2.2103], [-4.0392, -4.0124, -3.3217], [-3.6293, -2.8287, -3.9198], [-2.5468, -2.1304, -3.4082], [1.0406, -2.5793, -2.4437], [1.5224, -3.7759, -1.9074], [2.5445, -4.4483, -2.5557], [3.0800, -3.9316, -3.7297], [2.6018, -2.7405, -4.2584], [1.5791, -2.0574, -3.6190], [-1.7688, -4.2188, -0.8253], [-3.6883, -5.4349, -1.7527], [-4.8835, -4.5537, -3.7250], [-4.1499, -2.4517, -4.7889], [-2.2310, -1.2091, -3.8832], [1.1076, -4.1880, -0.9952], [2.9189, -5.3781, -2.1510], [3.8719, -4.4644, -4.2376], [3.0207, -2.3458, -5.1735], [1.2091, -1.1307, -4.0401], [6.1850, 0.5699, 0.1800], [4.8665, 0.5654, 0.2480], [4.2055, 1.7301, 0.8602], [2.7026, 1.7363, 0.7900], [1.9524, 0.6548, 0.2232], [2.6863, -0.3411, -0.2593], [4.0722, -0.4508, -0.2681], [6.7319, 1.3144, 0.5837], [6.6902, -0.1682, -0.2872], [4.7067, 2.6832, 0.7428], [2.2665, 2.7056, 0.5935], [2.1412, -1.1683, -0.6951], [4.5160, -1.3250, -0.7209]], "lowdin_charge": [1.362, -0.076, -0.302, -0.154, -0.139, -0.173, -0.338, -0.084, -0.083, 0.120, 0.080, 0.058, 0.165, 0.130, 0.085, 0.155, 0.130, 0.119, 0.150, 0.117, 0.051, 0.067, 0.117, 0.068, 0.069, -0.090, -0.618, -0.010, -0.353, -0.285, 1.211, -0.313, -0.307, 1.075, -0.609, -0.066, -0.054, -0.032, 0.107, 0.101, 0.108, 0.101, 0.084, 0.105, 0.073, 0.497, 0.345, 0.487, -0.436, -0.095, -0.038, -0.027, -0.039, -0.097, -0.435, -0.095, -0.041, -0.032, -0.041, -0.089, 0.091, 0.123, 0.125, 0.123, 0.088, 0.092, 0.123, 0.124, 0.123, 0.085, 0.235, -0.243, -0.097, -0.271, -0.121, -0.162, 0.015, 0.145, 0.147, 0.159, 0.132, 0.049, 0.128]}